No. 1
This record from the Open Molecules 2025 dataset describes a single C21H20N2O5S2 molecule in a non-equilibrium geometry. The level of theory is wB97M-V/def2-TZVPD.

Computed properties:
Relative energy (zero: lowest compared OMol25 entry of this formula, charge and spin) = 0.178 eV
SMILES = COc1ccc(NS(=O)(=O)c2cccc(NC(=O)CCC(=O)c3cccs3)c2)cc1
Lowest unoccupied orbital energy = -0.7 eV
Largest force on an atom = 1.1 eV/A

Structure (ORCA input):
```
! wB97M-V def2-TZVPD RIJCOSX def2/J DEFGRID3
* xyz 0 1
C -2.15 -2.03 -1.67
O -0.92 -2.35 -2.25
C 0.21 -2.23 -1.49
C 1.41 -2.50 -2.13
C 2.61 -2.38 -1.47
C 2.64 -2.00 -0.13
N 3.84 -1.84 0.56
S 4.08 -0.48 1.53
O 5.50 -0.34 1.62
O 3.32 -0.62 2.73
C 3.36 0.81 0.51
C 4.02 1.21 -0.63
C 3.40 2.11 -1.48
C 2.13 2.57 -1.20
C 1.47 2.16 -0.04
N 0.19 2.58 0.31
C -0.72 3.27 -0.44
O -0.52 3.70 -1.56
C -2.05 3.44 0.28
C -2.91 2.17 0.21
C -2.50 1.11 1.21
O -1.56 1.23 1.97
C -3.32 -0.10 1.22
C -3.09 -1.22 1.99
C -4.03 -2.23 1.78
C -4.98 -1.88 0.86
S -4.73 -0.31 0.23
C 2.11 1.27 0.82
C 1.43 -1.75 0.53
C 0.23 -1.86 -0.15
H -2.89 -2.17 -2.46
H -2.18 -0.99 -1.33
H -2.39 -2.69 -0.83
H 1.39 -2.80 -3.17
H 3.54 -2.58 -1.98
H 4.67 -2.05 0.02
H 5.01 0.83 -0.83
H 3.90 2.44 -2.38
H 1.63 3.25 -1.87
H -0.16 2.20 1.19
H -2.59 4.25 -0.22
H -1.88 3.71 1.32
H -3.95 2.42 0.41
H -2.87 1.74 -0.79
H -2.26 -1.28 2.68
H -4.02 -3.18 2.29
H -5.81 -2.46 0.52
H 1.63 0.95 1.74
H 1.46 -1.49 1.57
H -0.68 -1.65 0.39
*
```

Löwdin population analysis, charges in e, atoms 1 to 5: C -0.10; O -0.08; C -0.27; C 0.00; C -0.01


No. 2
This record from the Open Molecules 2025 dataset describes 2 unconnected molecules or ions with the total composition C30H29O2S in a non-equilibrium geometry. The level of theory is wB97M-V/def2-TZVPD.

Computed properties:
Relative energy (zero: lowest compared OMol25 entry of this formula, charge and spin) = 0.000 eV
Lowest unoccupied orbital energy = -5.2 eV
Largest force on an atom = 1.8 eV/A

Structure (ORCA input):
```
! wB97M-V def2-TZVPD RIJCOSX def2/J DEFGRID3
* xyz 1 1
C -4.09 1.54 4.00
S -2.89 0.86 2.79
C -2.39 2.42 1.96
C -1.54 0.58 3.82
C -0.78 -0.61 3.70
C 0.28 -0.89 4.73
C 0.79 0.12 5.57
C 1.83 -0.15 6.47
C 2.40 -1.42 6.54
C 1.88 -2.44 5.71
C 0.83 -2.18 4.83
O -0.97 -1.41 2.74
H -4.98 1.87 3.44
H -4.36 0.73 4.68
H -3.65 2.38 4.55
H -3.25 2.74 1.35
H -2.14 3.18 2.71
H -1.53 2.20 1.32
H -1.37 1.30 4.62
H 0.36 1.11 5.51
H 2.19 0.66 7.11
H 3.23 -1.62 7.22
H 2.30 -3.44 5.75
H 0.43 -2.98 4.21
C 4.30 -4.77 0.14
C 3.26 -3.73 -0.11
C 2.24 -3.57 0.84
C 1.29 -2.59 0.66
C 1.29 -1.74 -0.49
C 0.32 -0.71 -0.51
C 0.15 0.35 -1.43
C 1.12 0.80 -2.39
C 0.78 1.73 -3.36
C -0.46 2.39 -3.28
O -0.82 3.39 -4.19
C -1.29 3.02 -5.45
C -2.64 3.23 -5.73
C -3.18 2.69 -6.90
C -2.35 2.04 -7.82
C -0.98 1.90 -7.55
C -0.44 2.38 -6.36
C -1.37 2.09 -2.26
C -1.09 1.05 -1.40
C 2.26 -2.02 -1.51
C 3.27 -2.93 -1.26
H 5.09 -4.72 -0.62
H 4.77 -4.66 1.12
H 3.87 -5.78 0.11
H 2.20 -4.22 1.71
H 0.51 -2.43 1.42
H -0.41 -0.74 0.31
H 2.13 0.40 -2.36
H 1.46 1.96 -4.19
H -3.25 3.75 -4.99
H -4.25 2.79 -7.08
H -2.77 1.63 -8.74
H -0.32 1.40 -8.26
H 0.61 2.26 -6.10
H -2.31 2.65 -2.21
H -1.84 0.74 -0.67
H 2.19 -1.51 -2.47
H 4.09 -3.05 -1.98
*
```

Löwdin population analysis, charges in e, atoms 1 to 5: C -0.24; S 1.03; C -0.26; C -0.37; C -0.48


No. 3
This record from the Open Molecules 2025 dataset describes 2 unconnected molecules or ions with the total composition C4H14N2OS in a non-equilibrium geometry. The level of theory is wB97M-V/def2-TZVPD.

Computed properties:
Relative energy (zero: lowest compared OMol25 entry of this formula, charge and spin) = 0.492 eV
SMILES = NCCNCCS.O
Lowest unoccupied orbital energy = 0.7 eV
Largest force on an atom = 1.4 eV/A

Structure (ORCA input):
```
! wB97M-V def2-TZVPD RIJCOSX def2/J DEFGRID3
* xyz 0 1
N -1.64 -1.15 1.75
C -1.35 -1.63 0.41
C -1.50 -0.53 -0.63
N -0.44 0.48 -0.55
C 0.34 0.85 -1.72
C 1.77 1.07 -1.33
S 2.62 -0.40 -0.80
H -1.54 -1.90 2.42
H -1.03 -0.39 1.98
H -0.38 -2.06 0.37
H -2.04 -2.42 0.09
H -1.54 -0.97 -1.62
H -2.43 -0.03 -0.44
H -0.74 1.26 0.00
H 0.26 0.02 -2.41
H -0.11 1.72 -2.21
H 1.78 1.81 -0.53
H 2.38 1.49 -2.13
H 1.65 -1.01 -0.14
O 1.26 1.01 2.81
H 1.83 0.92 2.03
H 0.85 1.87 2.67
*
```

Löwdin population analysis, charges in e, atoms 1 to 5: N 0.00; C -0.29; C -0.22; N -0.09; C -0.31


No. 4
This record from the Open Molecules 2025 dataset describes a gas-phase ion, C8H7N2O2 (charge +1) in a non-equilibrium geometry. The level of theory is wB97M-V/def2-TZVPD.

Computed properties:
Relative energy (zero: lowest compared OMol25 entry of this formula, charge and spin) = 0.000 eV
SMILES = [NH2+]=C1c2ccccc2C(=O)N1O
Lowest unoccupied orbital energy = -5.6 eV
Largest force on an atom = 4.3 eV/A

Structure (ORCA input):
```
! wB97M-V def2-TZVPD RIJCOSX def2/J DEFGRID3
* xyz 1 1
N -1.67 2.07 0.13
C -1.32 0.80 -0.05
C -0.04 0.16 -0.08
C 1.28 0.58 0.12
C 2.31 -0.39 -0.01
C 2.04 -1.75 0.00
C 0.71 -2.16 0.17
C -0.30 -1.24 -0.03
C -1.77 -1.47 0.02
O -2.41 -2.49 -0.04
N -2.37 -0.19 0.08
O -3.67 0.20 -0.08
H -1.10 2.86 0.33
H -2.61 2.35 0.41
H 1.39 1.70 0.19
H 3.42 -0.21 -0.01
H 2.81 -2.39 -0.03
H 0.58 -3.15 0.29
H -4.22 -0.40 -0.61
*
```

Löwdin population analysis, charges in e, atoms 1 to 5: N 0.27; C -0.09; C -0.10; C 0.04; C -0.02


No. 5
This record from the Open Molecules 2025 dataset describes a single C4H6O2 molecule. The level of theory is wB97M-V/def2-TZVPD.

Computed properties:
Relative energy (zero: lowest compared OMol25 entry of this formula, charge and spin) = 1.808 eV
SMILES = CC(=O)[C@H]1CO1
Lowest unoccupied orbital energy = 0.9 eV
Largest force on an atom = 0.4 eV/A

Structure (ORCA input):
```
! wB97M-V def2-TZVPD RIJCOSX def2/J DEFGRID3
* xyz 0 1
C -1.69 -0.35 -0.43
C -0.51 -0.55 0.49
O -0.41 -1.51 1.22
C 0.57 0.51 0.54
C 1.84 0.33 -0.16
O 0.85 1.22 -0.66
H -1.64 0.60 -0.98
H -1.74 -1.17 -1.14
H -2.60 -0.38 0.17
H 0.60 1.09 1.45
H 2.00 -0.59 -0.73
H 2.74 0.80 0.23
*
```

Löwdin population analysis, charges in e, atoms 1 to 5: C 0.00; C -0.39; O 0.09; C -0.24; C -0.09


No. 6
This record from the Open Molecules 2025 dataset describes a single F4P2S2 molecule in a non-equilibrium geometry. The level of theory is wB97M-V/def2-TZVPD.

Computed properties:
Relative energy (zero: lowest compared OMol25 entry of this formula, charge and spin) = 0.000 eV
SMILES = FP(F)(=S)P(F)(F)=S
Lowest unoccupied orbital energy = -0.4 eV
Largest force on an atom = 4.8 eV/A

Structure (ORCA input):
```
! wB97M-V def2-TZVPD RIJCOSX def2/J DEFGRID3
* xyz 0 1
F -1.13 -0.61 -1.57
P -0.59 -0.92 -0.11
F 0.63 -1.90 -0.54
S -1.66 -1.42 1.40
P 0.37 0.95 0.21
F 1.40 0.93 -1.17
F 1.60 0.51 1.11
S -0.62 2.47 0.66
*
```

Löwdin population analysis, charges in e, atoms 1 to 5: F -0.20; P 0.11; F -0.21; S 0.32; P 0.12


No. 7
This record from the Open Molecules 2025 dataset describes a molecular structure, C36H40BeBr2FN4NaO20 in a non-equilibrium geometry. The level of theory is wB97M-V/def2-TZVPD.

Computed properties:
Lowest unoccupied orbital energy = 0.0 eV
Largest force on an atom = 9.5 eV/A

Structure (ORCA input):
```
! wB97M-V def2-TZVPD RIJCOSX def2/J DEFGRID3
* xyz -2 1
C 1.14 -4.11 0.78
C 1.90 -2.90 -0.05
O 1.41 -1.64 0.47
C 1.15 -0.67 -0.58
C -0.43 -0.40 -0.77
C -1.57 -1.33 -0.13
C -3.09 -1.03 -0.38
C -3.51 0.24 -1.28
C -2.43 1.19 -1.91
C -0.90 0.85 -1.64
N 0.12 1.74 -2.27
C 0.27 1.18 -3.48
O 0.47 0.52 -4.53
C -5.10 0.45 -1.52
O -5.67 1.59 -1.48
C -5.92 -0.93 -1.79
C -7.05 -1.00 -2.91
C -7.76 -2.42 -3.10
C -7.38 -3.67 -2.19
O -8.11 -4.92 -2.44
N -7.30 -5.61 -3.32
O -6.54 -6.32 -2.70
C -6.25 -3.56 -1.07
O -5.94 -4.70 -0.25
C -5.51 -2.19 -0.89
C -4.30 -1.95 0.18
O -4.34 -2.41 1.39
H 1.64 -5.13 0.51
H 1.22 -3.88 1.91
H 0.04 -4.14 0.42
H 1.69 -3.09 -1.16
H 3.03 -3.06 0.18
H 1.63 0.37 -0.38
H 1.57 -1.00 -1.63
H -1.24 -2.22 0.51
H -2.79 2.09 -2.55
H -7.29 -0.08 -3.54
H -8.56 -2.54 -3.93
H -4.94 -4.81 -0.23
N 2.64 2.93 0.32
O 3.04 1.79 0.01
O 3.45 3.83 0.62
O 1.42 3.18 0.32
Be -2.80 1.57 0.59
F 2.32 -0.40 -5.51
Br 2.11 -1.64 4.28
C 2.83 -3.31 4.97
C 4.25 -3.53 4.50
Br 4.30 -4.11 2.64
H 2.15 -4.11 4.66
H 2.80 -3.21 6.06
H 4.72 -4.34 5.06
H 4.87 -2.63 4.57
Na -4.03 -0.51 2.50
O -3.90 -10.46 0.55
C -4.96 -9.89 0.41
O -5.49 -9.04 1.33
C -6.79 -8.64 0.91
C -6.81 -8.86 -0.59
C -5.90 -10.05 -0.75
H -7.54 -9.25 1.43
H -6.95 -7.59 1.16
H -7.81 -9.02 -0.99
H -6.38 -8.00 -1.10
H -6.44 -11.00 -0.64
H -5.36 -10.02 -1.70
C 6.63 3.43 -1.21
C 7.76 3.68 -0.22
C 7.50 4.88 0.69
C 7.40 6.23 -0.03
C 8.61 6.62 -0.87
C 9.88 6.79 -0.05
H 6.51 4.27 -1.90
H 6.85 2.54 -1.81
H 5.68 3.26 -0.70
H 8.71 3.79 -0.75
H 7.87 2.79 0.41
H 8.30 4.93 1.44
H 6.58 4.72 1.25
H 7.22 7.01 0.72
H 6.51 6.23 -0.67
H 8.40 7.57 -1.37
H 8.78 5.89 -1.67
H 9.75 7.55 0.72
H 10.71 7.09 -0.69
H 10.17 5.85 0.44
N 4.04 7.07 1.42
O 4.74 8.05 1.75
O 3.75 6.20 2.26
O 3.63 6.97 0.25
C 0.52 6.74 2.37
C -0.56 5.96 2.04
C -1.84 6.76 1.80
O -2.90 6.27 1.42
C -1.80 8.22 2.04
C -0.73 8.99 2.38
C 0.58 8.21 2.51
O 1.66 8.71 2.74
O -0.70 10.23 2.58
O -0.61 4.72 1.91
H 1.48 6.25 2.54
H -2.77 8.69 1.91
O -7.28 -8.74 -4.28
H -6.97 -8.82 -5.19
H -7.16 -7.80 -4.08
*
```

Löwdin population analysis, charges in e, atoms 1 to 5: C -0.12; C -0.25; O -0.19; C -0.14; C 0.02


No. 8
This record from the Open Molecules 2025 dataset describes a molecular structure, C4H12N3S in a non-equilibrium geometry. The level of theory is wB97M-V/def2-TZVPD.

Computed properties:
Relative energy (zero: lowest compared OMol25 entry of this formula, charge and spin) = 3.770 eV
Lowest unoccupied orbital energy = -3.7 eV
Largest force on an atom = 3.2 eV/A

Structure (ORCA input):
```
! wB97M-V def2-TZVPD RIJCOSX def2/J DEFGRID3
* xyz 1 1
C 1.64 2.20 0.30
C -3.06 -1.26 0.21
C 2.20 -0.07 -2.03
C -0.97 -0.70 1.51
N 0.67 1.21 0.89
N -1.78 -1.50 0.81
N 0.47 0.08 0.45
S 1.12 -0.88 -0.83
H 1.91 2.08 -0.79
H 2.54 2.20 0.85
H 1.02 3.14 0.50
H -3.01 -0.20 -0.19
H -3.22 -1.92 -0.59
H -3.85 -1.33 0.96
H 2.85 -0.73 -2.66
H 3.00 0.39 -1.45
H 1.68 0.69 -2.63
H -0.29 -1.24 2.20
H -1.54 0.22 1.76
H -1.37 -2.37 0.70
*
```

Löwdin population analysis, charges in e, atoms 1 to 5: C -0.04; C -0.04; C -0.39; C -0.01; N -0.03


| no. | orbital gap (eV) |
| --- | --- |
| 1 | 7.4 |
| 2 | 5.0 |
| 3 | 9.4 |
| 4 | 8.4 |
| 5 | 10.7 |
| 6 | 10.3 |
| 7 | 2.2 |
| 8 | 9.8 |